The following is a quantum chemistry calculation of a cluster of 5 separate species, C11H24Br8Cl2Si in total, from OMol25.

XYZ file:
```
46
Properties=species:S:1:pos:R:3:forces:R:3:lowdin_charge:R:1
C -0.7567 -1.5992 0.1534 0.32 -0.27 -0.04 -0.169
C -0.7717 -2.9620 -0.5167 -0.34 0.28 -0.17 -0.832
Cl 0.2931 -4.1021 0.3512 0.20 -0.27 0.06 0.593
C -0.4641 -2.8292 -2.0070 0.28 -0.04 0.17 -0.893
Si 1.3497 -2.9248 -2.6235 -0.04 -0.22 -0.16 0.598
Cl -1.4714 -3.9735 -2.9535 -0.02 -0.17 -0.10 0.546
H -1.6673 -1.0713 -0.1142 -0.03 0.20 -0.01 0.057
H -0.7017 -1.7082 1.2302 -0.10 0.08 0.12 0.038
H 0.1061 -1.0238 -0.1799 0.06 0.15 0.01 0.070
H -1.7617 -3.3966 -0.4346 -0.09 -0.08 0.12 0.072
H -0.8279 -1.8428 -2.2826 -0.10 0.05 -0.14 -0.031
H 1.3398 -3.7084 -3.8747 0.00 0.08 -0.01 -0.060
H 1.7911 -1.5492 -2.9316 0.01 0.02 0.12 -0.093
H 2.2835 -3.5651 -1.6860 0.01 0.10 0.08 -0.079
Br 4.8853 -1.9559 -3.7117 0.01 -0.02 0.01 0.609
C 6.0888 -2.7196 -2.3900 -0.04 0.08 -0.04 -0.690
C 6.8048 -3.9330 -2.9184 -0.04 -0.13 0.03 -0.703
Br 5.6273 -5.4754 -3.0294 0.02 0.04 -0.03 0.604
H 5.4833 -2.9495 -1.5193 0.01 -0.01 0.03 0.050
H 6.7987 -1.9333 -2.1449 0.02 -0.01 -0.02 0.058
H 7.6097 -4.2198 -2.2459 -0.01 0.02 0.03 0.058
H 7.2014 -3.7722 -3.9152 0.03 0.03 -0.01 0.048
Br -3.2955 -0.9231 2.8317 0.03 0.00 0.05 0.639
C -2.9928 0.7707 3.7403 -0.14 -0.07 -0.02 -0.707
C -2.6703 1.8785 2.7778 0.19 0.10 0.03 -0.709
Br -0.8388 1.7722 2.1245 -0.06 -0.06 -0.06 0.615
H -2.1978 0.6087 4.4602 0.02 0.00 0.01 0.046
H -3.9195 0.9884 4.2662 0.00 0.04 -0.01 0.054
H -2.7384 2.8379 3.2811 -0.02 -0.01 0.05 -0.029
H -3.3176 1.8789 1.9070 -0.01 -0.03 -0.01 0.055
Br -2.6814 3.5415 6.5541 0.02 0.01 -0.05 0.626
C -2.3870 5.3472 5.8926 0.01 -0.06 0.08 -0.689
C -3.6639 5.9840 5.4124 0.01 -0.04 -0.10 -0.686
Br -4.2484 5.2034 3.7321 -0.10 0.08 -0.01 0.648
H -1.6489 5.2661 5.1015 0.02 0.04 -0.02 0.052
H -1.9698 5.9083 6.7253 -0.03 0.00 0.02 0.059
H -3.5118 7.0428 5.2178 0.03 0.00 -0.02 0.060
H -4.4813 5.8541 6.1135 0.01 0.01 0.05 0.051
Br 0.9662 1.8096 -2.1060 -0.01 -0.11 0.00 0.608
C 0.4157 0.9928 -3.7820 0.06 0.09 0.06 -0.699
C -1.0044 1.3428 -4.1328 -0.06 -0.05 0.00 -0.673
Br -2.2687 0.3790 -3.0111 -0.08 0.13 -0.04 0.663
H 0.5488 -0.0776 -3.6684 0.03 0.02 -0.02 -0.007
H 1.1062 1.3630 -4.5361 -0.04 0.04 -0.03 0.063
H -1.2275 1.0466 -5.1550 0.01 -0.03 0.00 0.060
H -1.2129 2.3992 -4.0023 -0.01 0.02 -0.01 0.050
```
Forces are in eV/Å.

Properties
Kohn-Sham gap = 10.33 eV
SMILES = C[C@H](Cl)[C@@H]([SiH3])Cl.BrCCBr.BrCCBr.BrCCBr.BrCCBr
Maximum force = 0.47 eV Å⁻¹